Computed, not measured: the molecule C6H10IN, with wB97M-V/def2-TZVPD.

Output
SMILES: CC(C)[C@@](C)(I)C#N
HOMO (eV): -9.58
Multiplicity: 1
DFT total energy (eV): -15973.0776
Relative energy (zero: lowest compared OMol25 entry of this formula, charge and spin) (kJ/mol): 90.92

CARTESIAN COORDINATES (ANGSTROEM)
C: 1.431 1.279 0.310
C: 0.633 -0.117 0.400
C: 0.968 -0.796 -0.887
C: -0.850 0.035 0.427
C: -1.661 -1.151 -0.033
I: -1.678 0.454 2.846
C: -1.244 1.232 -0.196
N: -1.239 2.254 -0.751
H: 1.155 1.708 -0.675
H: 1.151 1.977 1.166
H: 2.443 1.043 0.388
H: 1.006 -0.674 1.235
H: 0.532 -0.304 -1.839
H: 0.872 -1.851 -0.971
H: 1.935 -0.715 -1.101
H: -1.171 -2.096 0.472
H: -2.718 -1.021 0.344
H: -1.565 -1.258 -1.137